Record 1
The following is a DFT calculation (wB97M-V/def2-TZVPD) of C4H4OS as an isolated structure in a non-equilibrium geometry.

Output
- Calculated total energy: -17093.935 eV
- Frontier orbital gap: 9.8 eV
- LUMO: 0.08 eV
- Energy relative to the best compared isomer or geometry (same formula, charge and spin): 116.8 kJ/mol

ORCA input file:
```
! RIJCOSX wB97M-V def2-TZVPD def2/J DEFGRID3
* xyz 0 1
C 0.1657 0.1130 -0.0785
C -0.3016 -1.3143 0.0021
C 1.3650 0.2979 -0.6600
C -0.9778 0.8031 0.5932
O 0.2269 -2.2835 -0.4194
S -1.7405 -0.8879 0.9990
H 1.8967 1.2091 -0.9097
H 1.7058 -0.6680 -1.0862
H -0.5465 1.3659 1.5224
H -1.7936 1.3648 0.0370
*
```


Record 2
The following is a DFT calculation (wB97M-V/def2-TZVPD) of an isolated molecule of C4H4OSe in a non-equilibrium geometry.

Output
- Calculated total energy: -71604.188 eV
- SMILES string: [SeH]c1ccco1
- Frontier orbital gap: 9.2 eV
- LUMO: 0.46 eV
- Energy relative to the best compared isomer or geometry (same formula, charge and spin): 89.8 kJ/mol

ORCA input file:
```
! RIJCOSX wB97M-V def2-TZVPD def2/J DEFGRID3
* xyz 0 1
Se -2.8734 -0.3254 0.0605
C -0.8000 0.0571 -0.3344
C 0.2051 -0.8703 -0.2549
C 1.3716 -0.0822 -0.0630
C 0.9188 1.2109 -0.0140
O -0.3881 1.2918 -0.0738
H -2.4350 -1.1580 1.0151
H 0.0635 -1.8707 -0.4121
H 2.3743 -0.3387 0.1244
H 1.5633 2.0855 -0.0477
*
```


Record 3
The following is a DFT calculation (wB97M-V/def2-TZVPD) of an isolated molecule of C4H4S in a non-equilibrium geometry.

Output
- Calculated total energy: -15044.702 eV
- SMILES string: Cc1cc1=S
- Frontier orbital gap: 8.2 eV
- LUMO: 0.31 eV
- Energy relative to the best compared isomer or geometry (same formula, charge and spin): 287.3 kJ/mol

ORCA input file:
```
! RIJCOSX wB97M-V def2-TZVPD def2/J DEFGRID3
* xyz 0 1
C 0.1611 0.1727 -0.5686
C -1.0123 0.0186 0.3830
C -1.6403 0.2511 1.5616
C -2.3803 -0.1057 0.3633
S -3.8307 -0.3697 -0.7224
H 0.3669 1.2589 -0.5687
H -0.2167 -0.1681 -1.4705
H 1.0746 -0.2949 -0.2202
H -1.5526 0.4971 2.6453
*
```


Record 4
The following is a DFT calculation (wB97M-V/def2-TZVPD) of an isolated molecule of C4H4S in a non-equilibrium geometry.

Output
- Calculated total energy: -15045.187 eV
- SMILES string: C#CCC=S
- Frontier orbital gap: 8.7 eV
- LUMO: -0.35 eV
- Energy relative to the best compared isomer or geometry (same formula, charge and spin): 240.4 kJ/mol

ORCA input file:
```
! RIJCOSX wB97M-V def2-TZVPD def2/J DEFGRID3
* xyz 0 1
C -0.5688 -0.0415 2.1836
C -0.5101 0.0451 0.9842
C -0.4088 -0.0966 -0.4485
C 0.9655 0.1439 -1.1369
S 1.1255 0.4446 -2.6972
H -0.5694 0.0409 3.2632
H -1.1255 0.5521 -1.0003
H -0.7104 -1.1103 -0.6967
H 1.8020 0.0218 -0.4515
*
```


Record 5
The following is a DFT calculation (wB97M-V/def2-TZVPD) of an isolated molecule of C4H4S in a non-equilibrium geometry.

Output
- Calculated total energy: -15044.795 eV
- SMILES string: C1=C[C@H]2S[C@@H]12
- Frontier orbital gap: 9.3 eV
- LUMO: 0.71 eV
- Energy relative to the best compared isomer or geometry (same formula, charge and spin): 278.3 kJ/mol

ORCA input file:
```
! RIJCOSX wB97M-V def2-TZVPD def2/J DEFGRID3
* xyz 0 1
C 0.6811 -0.6418 -0.5420
C 0.6513 0.6896 -0.5703
C -0.4241 0.7399 0.5651
S -1.9097 0.0041 -0.1794
C -0.3629 -0.7893 0.4763
H 1.2074 -1.2966 -1.1771
H 1.0894 1.3700 -1.2141
H -0.4706 1.3692 1.3289
H -0.4620 -1.4450 1.3125
*
```


Record 6
The following is a DFT calculation (wB97M-V/def2-TZVPD) of an isolated molecule of C4H4S in a non-equilibrium geometry.

Output
- Calculated total energy: -15042.190 eV
- Frontier orbital gap: 7.4 eV
- LUMO: -0.64 eV
- Energy relative to the best compared isomer or geometry (same formula, charge and spin): 529.6 kJ/mol

ORCA input file:
```
! RIJCOSX wB97M-V def2-TZVPD def2/J DEFGRID3
* xyz 0 1
C 0.3654 -0.2047 1.3140
C -0.5657 -0.2696 -0.9575
C 0.8079 0.1391 -1.1270
C 0.0757 0.4820 0.2359
S 0.8207 1.8567 -0.5104
H 0.0208 -1.2528 1.2228
H 0.6335 0.3299 2.1740
H -1.4117 0.2123 -1.4331
H -0.7466 -1.2928 -0.9187
*
```


Record 7
The following is a DFT calculation (wB97M-V/def2-TZVPD) of an isolated molecule of C4H4S2 in a non-equilibrium geometry.

Output
- Calculated total energy: -25879.689 eV
- Frontier orbital gap: 7.6 eV
- LUMO: -1.16 eV
- Energy relative to the best compared isomer or geometry (same formula, charge and spin): 292.6 kJ/mol

ORCA input file:
```
! RIJCOSX wB97M-V def2-TZVPD def2/J DEFGRID3
* xyz 0 1
C -0.6675 2.1767 -0.0300
C -2.2598 -0.1073 -0.0132
C 0.1340 0.9012 0.1821
C -0.7856 -0.4040 -0.1120
S -2.3115 1.6879 -0.0323
S -3.4919 -1.1821 0.0538
H 0.9875 0.9478 -0.5828
H 0.6672 0.9192 1.2547
H -0.5066 -1.2838 0.3796
H -0.5881 -0.6249 -1.3032
*
```


Record 8
The following is a DFT calculation (wB97M-V/def2-TZVPD) of an isolated molecule of C4H4S2 in a non-equilibrium geometry.

Output
- Calculated total energy: -25879.091 eV
- SMILES string: C=Cc1css1
- Frontier orbital gap (alpha / beta): 7.3 / 7.3 eV
- LUMO (alpha / beta): -0.33 / -0.29 eV
- Energy relative to the best compared isomer or geometry (same formula, charge and spin): 350.3 kJ/mol

ORCA input file:
```
! RIJCOSX wB97M-V def2-TZVPD def2/J DEFGRID3
* xyz 0 1
C -1.8209 0.1677 0.1498
C -0.6838 0.7940 -0.0190
C 0.6366 0.3450 0.0865
C 1.2699 -1.2524 -0.0776
S 2.9163 -0.7975 0.0117
S 2.2304 1.1428 -0.0048
H -2.6611 0.7837 0.0511
H -1.7536 -0.9238 0.4970
H -0.8416 1.7957 -0.1407
H 0.7077 -2.0552 -0.5539
*
```


Record 9
The following is a DFT calculation (wB97M-V/def2-TZVPD) of an isolated molecule of C4H4S2 in a non-equilibrium geometry.

Output
- Calculated total energy: -25879.420 eV
- Frontier orbital gap (alpha / beta): 8.0 / 5.6 eV
- LUMO (alpha / beta): 0.06 / -2.93 eV
- Energy relative to the best compared isomer or geometry (same formula, charge and spin): 0.0 kJ/mol
- <S²>: 2.0838

ORCA input file:
```
! RIJCOSX wB97M-V def2-TZVPD def2/J DEFGRID3
* xyz 0 3
C -0.4701 0.2760 -0.0360
C -1.8816 0.1851 -0.1258
C 1.9572 0.0227 0.1976
C 0.6726 -0.5052 -0.0412
S 3.3515 -0.8368 0.0596
S -3.0340 -1.0565 -0.2611
H -0.3787 1.4087 0.0826
H -2.4730 1.0438 -0.2625
H 1.8100 1.0828 0.5818
H 0.4459 -1.6205 -0.1950
*
```


Record 10
The following is a DFT calculation (wB97M-V/def2-TZVPD) of C4H5AgMgO2 as an isolated structure in a non-equilibrium geometry.

Output
- Calculated total energy: -17754.356 eV
- Frontier orbital gap (alpha / beta): 2.9 / 2.8 eV
- LUMO (alpha / beta): -5.65 / -5.77 eV
- Energy relative to the best compared isomer or geometry (same formula, charge and spin): 294.5 kJ/mol
- <S²>: 0.7501

ORCA input file:
```
! RIJCOSX wB97M-V def2-TZVPD def2/J DEFGRID3
* xyz 1 2
H -1.9246 -0.7451 -4.6422
C -1.1908 0.7551 0.1012
C -0.3728 -0.3038 -0.3373
C 0.8353 -0.7179 0.2481
C 1.5296 -0.0625 1.2670
O 2.6060 -0.5260 1.7738
Mg 3.9286 -0.1355 3.1281
H -0.8897 1.3224 0.9995
H -0.7691 -0.9084 -1.1581
H 1.2540 -1.6751 -0.0736
H 1.1282 0.8737 1.6866
O -2.2332 1.1352 -0.4964
Ag -3.9016 0.9880 -2.4966
*
```


Record 11
The following is a DFT calculation (wB97M-V/def2-TZVPD) of C4H5AlO2 as an isolated structure in a non-equilibrium geometry.

Output
- Calculated total energy: -14894.150 eV
- Frontier orbital gap (alpha / beta): 4.7 / 4.4 eV
- LUMO (alpha / beta): -13.26 / -13.51 eV
- Energy relative to the best compared isomer or geometry (same formula, charge and spin): 256.4 kJ/mol

ORCA input file:
```
! RIJCOSX wB97M-V def2-TZVPD def2/J DEFGRID3
* xyz 2 1
H -1.9759 -2.1171 1.5124
O -1.4099 -1.3431 1.5792
C -0.3699 -1.4542 0.6302
C 0.3674 -0.1859 0.5453
C 1.2056 0.6886 0.7818
H -0.7671 -1.6955 -0.3710
H 0.3362 -2.2580 0.9013
H 2.0908 1.2221 1.0887
C 0.1739 1.7438 -1.1071
O 0.3182 1.0550 -2.1829
Al 0.8502 2.5644 -2.7720
H -0.8195 1.7800 -0.6057
*
```


Record 12
The following is a DFT calculation (wB97M-V/def2-TZVPD) of C4H5AlO2 as an isolated structure in a non-equilibrium geometry.

Output
- Calculated total energy: -14894.732 eV
- Frontier orbital gap (alpha / beta): 8.0 / 5.6 eV
- LUMO (alpha / beta): -11.76 / -13.39 eV
- Energy relative to the best compared isomer or geometry (same formula, charge and spin): 200.2 kJ/mol

ORCA input file:
```
! RIJCOSX wB97M-V def2-TZVPD def2/J DEFGRID3
* xyz 2 1
H 0.5023 -1.2559 1.7893
O 1.0633 -2.0149 1.6089
C 0.4804 -2.7864 0.5801
C 1.3312 -3.9479 0.2672
C 2.4023 -4.6651 0.4380
H 0.3460 -2.1905 -0.3404
H -0.5190 -3.1555 0.8710
H 3.3203 -4.8535 0.9862
C 1.3375 -5.3002 -0.4790
O 0.4933 -6.2836 -0.0375
Al 0.1943 -7.5394 -0.5549
H 1.4650 -5.2243 -1.5721
*
```